{"formula": "C11H22N2O3", "method": "wB97M-V/def2-TZVPD", "lumo_energy_ev": -0.19, "orbital_gap_ha": 0.3540, "relative_energy_kj_mol": 1815.9, "spin_multiplicity": 1, "homo_ev": -9.8, "species": ["C", "C", "C", "C", "C", "C", "C", "C", "C", "C", "C", "H", "H", "H", "H", "H", "H", "H", "H", "H", "H", "H", "H", "H", "H", "H", "H", "H", "H", "H", "H", "H", "H", "N", "N", "O", "O", "O"], "positions_angstrom": [[1.4986, -0.9260, -0.3264], [0.1676, -0.8882, 0.4853], [2.2415, 0.4409, 0.0267], [2.2962, 0.5302, 1.4757], [3.6157, 0.3701, -0.5643], [4.2836, -0.8205, 0.0036], [-2.2738, -0.2828, 0.0819], [-3.1420, -1.6080, 0.0394], [-2.9777, 1.0106, -0.5307], [-4.3878, 1.1657, 0.0476], [-1.9613, 2.2749, -0.1632], [0.7758, -0.6502, -2.2958], [1.0670, -2.2231, -1.6783], [1.8313, -1.8993, -0.0132], [1.7331, 1.2510, -0.3253], [2.1083, -0.5967, 2.1146], [1.4413, 1.5549, 1.8909], [3.2898, 1.2545, 1.5257], [3.6585, 0.0205, -1.6653], [3.9075, 1.4091, -0.6109], [5.1699, -1.4641, -1.2253], [3.4005, -1.6981, 0.3506], [5.3055, -0.3918, 1.0412], [-0.9429, -1.1418, -1.5154], [-2.2935, -0.0779, 1.2021], [-2.7725, 0.9463, -1.6448], [-4.8449, 2.4500, 0.0134], [-4.1695, 0.8581, 1.4470], [-5.0391, 0.3237, -0.7887], [-1.3364, 2.0632, -0.9968], [-1.2062, 1.9397, 1.1255], [-2.5530, 3.5800, -0.0052], [-1.9578, -1.7832, 1.5034], [1.5615, -1.2374, -1.6720], [-0.8678, -0.4326, -0.3766], [-0.0328, -0.8754, 1.7523], [-3.9980, -1.9235, -0.7032], [-2.5964, -2.5230, 0.9741]], "lowdin_charge": [-0.4239, -0.3502, -0.4398, -0.1180, -0.3747, -0.1634, -0.3126, -0.4768, -0.4827, -0.1307, -0.0994, 0.1504, 0.1356, 0.1135, 0.1057, 0.1763, 0.1668, 0.1169, 0.1052, 0.1118, 0.1752, 0.1131, 0.1704, 0.2825, 0.1206, 0.1316, 0.1400, 0.1904, 0.1563, -0.0187, 0.1825, 0.1712, 0.1571, 0.0201, 0.0674, -0.0180, 0.1300, 0.0184]}

---

{"formula": "C11H22N4O4", "method": "wB97M-V/def2-TZVPD", "smiles": "NCCCC[C@H](N)C(=O)N[C@@H](CCC(N)=O)C(=O)O", "lumo_energy_ev": 0.77, "orbital_gap_ha": 0.3497, "relative_energy_kj_mol": 261.1, "spin_multiplicity": 1, "homo_ev": -8.7, "species": ["N", "C", "C", "C", "C", "C", "N", "C", "O", "N", "C", "C", "C", "C", "N", "O", "C", "O", "O", "H", "H", "H", "H", "H", "H", "H", "H", "H", "H", "H", "H", "H", "H", "H", "H", "H", "H", "H", "H", "H", "H"], "positions_angstrom": [[-0.8793, 1.2534, 1.8248], [0.1777, 2.1539, 1.2619], [1.6148, 1.7304, 1.6848], [2.6438, 1.7567, 0.6075], [2.6058, 0.7894, -0.5098], [2.3483, -0.6674, -0.1385], [3.3088, -1.6187, -0.7366], [0.9938, -1.0622, -0.6032], [0.7370, -1.5368, -1.6838], [0.1018, -0.9948, 0.3912], [-1.2279, -1.4961, 0.5396], [-2.5238, -0.9322, -0.0702], [-2.3455, -0.5583, -1.5526], [-2.4990, 1.0500, -1.5595], [-3.3204, 1.5667, -2.5584], [-1.8173, 1.7564, -0.8424], [-1.1775, -3.0370, 0.3989], [-1.8953, -3.7729, -0.1752], [-0.1382, -3.5275, 1.1553], [-1.6789, 1.3759, 1.2765], [-1.0094, 1.2762, 2.8219], [0.2599, 2.0861, 0.1677], [-0.0684, 3.1898, 1.5060], [1.5933, 0.8410, 2.2260], [1.9424, 2.4189, 2.4819], [2.4715, 2.7088, 0.0960], [3.6299, 1.7928, 1.0909], [1.8805, 1.0735, -1.3726], [3.5073, 0.9241, -1.1215], [2.3447, -0.8111, 0.9469], [3.4763, -1.4143, -1.7327], [4.2089, -1.7627, -0.2509], [0.2819, -0.4693, 1.2438], [-1.3654, -1.3193, 1.6244], [-2.7125, -0.0293, 0.5024], [-3.3727, -1.6592, 0.0379], [-1.4288, -0.9742, -2.1301], [-3.0057, -0.9754, -2.2632], [-3.9845, 0.8446, -3.0050], [-3.4810, 2.5526, -2.5340], [-0.1967, -4.5228, 0.9542]], "lowdin_charge": [0.0140, -0.2158, -0.2180, -0.2358, -0.1733, -0.3080, 0.0460, -0.4862, 0.0818, 0.1120, -0.2246, -0.1165, -0.0734, -0.4736, 0.1364, 0.0262, -0.4734, 0.1382, 0.0679, 0.0105, 0.0822, 0.0887, 0.1074, 0.0720, 0.1141, 0.1198, 0.1233, 0.1516, 0.1145, 0.1455, 0.0841, 0.0826, 0.1035, 0.1522, 0.0834, 0.1373, 0.1431, 0.0715, 0.1402, 0.0888, 0.1597]}

---

{"formula": "C11H22N6O4", "method": "wB97M-V/def2-TZVPD", "smiles": "[H]/N=C(/N)NCCC[C@H](N)C(=O)N[C@@H](CCC(N)=O)C(=O)O", "lumo_energy_ev": 0.33, "orbital_gap_ha": 0.3400, "relative_energy_kj_mol": 564.1, "spin_multiplicity": 1, "homo_ev": -8.9, "species": ["H", "N", "C", "N", "N", "C", "C", "C", "C", "N", "C", "O", "N", "C", "C", "C", "C", "N", "O", "C", "O", "O", "H", "H", "H", "H", "H", "H", "H", "H", "H", "H", "H", "H", "H", "H", "H", "H", "H", "H", "H", "H", "H"], "positions_angstrom": [[-5.1651, -0.5285, 1.5821], [-6.1176, -0.6690, 1.3240], [-6.3375, -0.7501, 0.1128], [-7.5880, -0.6930, -0.6053], [-5.2431, -1.0088, -0.7663], [-3.9707, -0.7042, -0.3059], [-3.6545, 0.6571, 0.2865], [-2.0942, 0.7769, 0.5886], [-1.0820, 0.4931, -0.4654], [-0.7263, -0.9915, -0.4327], [0.2640, 1.3003, -0.0684], [0.1467, 2.5653, 0.1897], [1.3204, 0.5485, -0.0160], [2.6485, 0.9692, 0.5126], [3.7112, -0.2049, 0.7766], [4.1485, -1.1307, -0.4244], [4.7831, -2.3641, 0.0387], [5.8037, -2.6591, -0.7672], [4.2756, -3.0179, 0.9671], [3.2967, 2.1792, -0.1177], [4.4941, 2.0284, -0.1837], [2.6017, 3.2127, -0.4970], [-8.3722, -0.3080, 0.0067], [-7.5291, -0.2862, -1.6514], [-5.3526, -1.7996, -1.4366], [-3.8382, -1.5574, 0.4761], [-3.2898, -0.9045, -1.0752], [-4.2055, 0.7721, 1.4207], [-3.9205, 1.5403, -0.4967], [-2.1006, 1.8780, 0.9828], [-1.8086, 0.1215, 1.4846], [-1.4655, 0.9436, -1.4064], [-0.6722, -1.6570, -1.3570], [-1.2583, -1.3106, 0.3859], [1.0980, -0.5525, 0.1296], [2.6885, 1.3096, 1.5292], [3.2177, -1.0325, 1.4838], [4.6442, 0.2167, 1.1986], [4.8790, -0.6152, -1.0742], [3.2552, -1.5111, -0.8774], [6.5080, -1.7562, -1.0585], [6.5100, -3.4391, -0.4726], [1.6103, 3.1483, -0.3423]], "lowdin_charge": [-0.0096, 0.1248, -0.5576, 0.0546, -0.0342, -0.3274, -0.1687, -0.2156, -0.2810, -0.0067, -0.3833, -0.0245, 0.1204, -0.1740, -0.0951, -0.1401, -0.6208, 0.1000, 0.0264, -0.5194, 0.0824, 0.1461, 0.1042, 0.1439, 0.1514, 0.1499, 0.0841, 0.1600, 0.1637, 0.1439, 0.1366, 0.1566, 0.1697, 0.0617, 0.1937, 0.1468, 0.1505, 0.1229, 0.1123, 0.1167, 0.2036, 0.1483, 0.0830]}

---

{"formula": "C11H22NO5PS2", "method": "wB97M-V/def2-TZVPD", "smiles": "CCOP(=S)(OCC)SCC(=O)N[C@](C)(CC)C(=O)O", "lumo_energy_ev": 0.53, "orbital_gap_ha": 0.3608, "relative_energy_kj_mol": 12.5, "spin_multiplicity": 1, "homo_ev": -9.3, "species": ["C", "C", "O", "P", "S", "O", "C", "C", "S", "C", "C", "O", "N", "C", "C", "C", "C", "C", "O", "O", "H", "H", "H", "H", "H", "H", "H", "H", "H", "H", "H", "H", "H", "H", "H", "H", "H", "H", "H", "H", "H", "H"], "positions_angstrom": [[3.5920, -0.7723, 0.9191], [2.1044, -0.5508, 1.1097], [1.4700, -0.1553, -0.1153], [0.8367, -1.1483, -1.1744], [0.0170, -0.1628, -2.6445], [2.0873, -2.0894, -1.5168], [1.9869, -3.1801, -2.4341], [2.2530, -2.7342, -3.8603], [-0.4309, -2.5073, -0.1223], [-2.0106, -1.6227, -0.3282], [-2.1079, -0.5259, 0.7325], [-2.6734, -0.7224, 1.7836], [-1.4670, 0.5997, 0.3629], [-1.2320, 1.8074, 1.1494], [-1.1381, 1.5210, 2.6431], [-2.2910, 2.8808, 0.8117], [-3.6908, 2.5266, 1.2972], [0.1221, 2.3486, 0.6641], [1.0663, 2.5811, 1.3681], [0.1290, 2.5438, -0.6527], [3.7707, -1.5939, 0.2310], [4.0446, -1.0041, 1.8794], [4.0518, 0.1278, 0.5194], [1.9244, 0.2837, 1.7927], [1.6178, -1.4544, 1.4914], [2.7417, -3.8987, -2.1016], [0.9978, -3.6412, -2.3487], [2.2331, -3.5974, -4.5196], [3.2273, -2.2566, -3.9269], [1.4946, -2.0248, -4.1819], [-2.7854, -2.3680, -0.1566], [-2.0572, -1.2396, -1.3493], [-1.1629, 0.6811, -0.6022], [-2.0643, 1.0950, 3.0103], [-0.3348, 0.8135, 2.8349], [-0.9164, 2.4448, 3.1702], [-1.9750, 3.8267, 1.2569], [-2.3017, 3.0057, -0.2734], [-4.4075, 3.2383, 0.8946], [-3.7497, 2.5597, 2.3810], [-3.9729, 1.5301, 0.9687], [1.0009, 2.8347, -0.9628]], "lowdin_charge": [-0.0611, -0.2646, -0.3298, 0.0830, 0.3828, -0.3293, -0.2935, -0.0833, 0.7619, -0.4242, -0.5727, 0.0607, 0.1255, -0.3954, -0.0021, -0.1651, -0.0775, -0.4962, 0.1211, 0.0910, 0.0645, 0.0814, 0.0844, 0.1078, 0.0952, 0.1235, 0.0917, 0.0787, 0.0814, 0.0296, 0.0812, 0.0306, 0.0470, 0.0744, 0.0912, 0.0990, 0.1266, 0.1165, 0.0737, 0.0750, 0.0706, 0.1450]}

---

Please write out number 1 again, unchanged.
{"formula": "C11H22N2O3", "method": "wB97M-V/def2-TZVPD", "lumo_energy_ev": -0.19, "orbital_gap_ha": 0.3540, "relative_energy_kj_mol": 1815.9, "spin_multiplicity": 1, "homo_ev": -9.8, "species": ["C", "C", "C", "C", "C", "C", "C", "C", "C", "C", "C", "H", "H", "H", "H", "H", "H", "H", "H", "H", "H", "H", "H", "H", "H", "H", "H", "H", "H", "H", "H", "H", "H", "N", "N", "O", "O", "O"], "positions_angstrom": [[1.4986, -0.9260, -0.3264], [0.1676, -0.8882, 0.4853], [2.2415, 0.4409, 0.0267], [2.2962, 0.5302, 1.4757], [3.6157, 0.3701, -0.5643], [4.2836, -0.8205, 0.0036], [-2.2738, -0.2828, 0.0819], [-3.1420, -1.6080, 0.0394], [-2.9777, 1.0106, -0.5307], [-4.3878, 1.1657, 0.0476], [-1.9613, 2.2749, -0.1632], [0.7758, -0.6502, -2.2958], [1.0670, -2.2231, -1.6783], [1.8313, -1.8993, -0.0132], [1.7331, 1.2510, -0.3253], [2.1083, -0.5967, 2.1146], [1.4413, 1.5549, 1.8909], [3.2898, 1.2545, 1.5257], [3.6585, 0.0205, -1.6653], [3.9075, 1.4091, -0.6109], [5.1699, -1.4641, -1.2253], [3.4005, -1.6981, 0.3506], [5.3055, -0.3918, 1.0412], [-0.9429, -1.1418, -1.5154], [-2.2935, -0.0779, 1.2021], [-2.7725, 0.9463, -1.6448], [-4.8449, 2.4500, 0.0134], [-4.1695, 0.8581, 1.4470], [-5.0391, 0.3237, -0.7887], [-1.3364, 2.0632, -0.9968], [-1.2062, 1.9397, 1.1255], [-2.5530, 3.5800, -0.0052], [-1.9578, -1.7832, 1.5034], [1.5615, -1.2374, -1.6720], [-0.8678, -0.4326, -0.3766], [-0.0328, -0.8754, 1.7523], [-3.9980, -1.9235, -0.7032], [-2.5964, -2.5230, 0.9741]], "lowdin_charge": [-0.4239, -0.3502, -0.4398, -0.1180, -0.3747, -0.1634, -0.3126, -0.4768, -0.4827, -0.1307, -0.0994, 0.1504, 0.1356, 0.1135, 0.1057, 0.1763, 0.1668, 0.1169, 0.1052, 0.1118, 0.1752, 0.1131, 0.1704, 0.2825, 0.1206, 0.1316, 0.1400, 0.1904, 0.1563, -0.0187, 0.1825, 0.1712, 0.1571, 0.0201, 0.0674, -0.0180, 0.1300, 0.0184]}